1.
# C17H30AlAs3Cl3O

A molecular structure, C17H30AlAs3Cl3O (ωB97M-V with the def2-TZVPD basis set, the Open Molecules 2025 dataset).

The geometry in XYZ format:
```
55
Properties=species:S:1:pos:R:3:lowdin_charge:R:1
As -2.94 2.04 -3.44 1.16
As 1.29 0.70 -0.23 1.14
As -1.15 -1.90 -0.18 1.14
Cl 4.07 -1.24 1.02 0.79
Cl 5.28 -1.08 6.29 0.69
Cl 0.48 -2.95 4.65 0.80
Al 1.50 -1.53 0.21 0.00
O 1.42 -1.82 2.00 -0.24
C -2.72 1.95 -1.43 -0.40
C 4.16 -1.37 5.00 -0.65
C -1.88 0.51 -4.35 -0.34
C -1.84 1.40 0.89 -0.05
C 2.32 -1.84 3.01 -0.35
C 2.58 1.29 -1.61 -0.25
C -0.28 1.46 -1.16 -0.28
C 1.92 -2.19 4.32 -0.65
C -1.64 3.55 -3.76 -0.33
C -2.51 -2.51 1.18 -0.26
C 2.84 -1.79 5.29 -0.09
C 3.65 -1.38 2.72 -0.53
C -1.89 -3.18 -1.51 -0.28
C -1.69 1.14 -0.63 -0.67
C 1.85 2.02 1.22 -0.18
C -2.15 -0.30 -0.90 -0.34
C 4.60 -1.39 3.69 -0.14
H -3.19 -3.22 0.65 0.04
H -2.24 -0.50 -4.13 0.00
H -3.15 -1.73 1.71 0.06
H 1.91 3.00 0.80 0.02
H -0.05 2.54 -1.11 0.10
H 2.87 1.72 1.59 0.05
H 2.44 0.71 -2.50 0.02
H 5.71 -1.33 3.53 0.14
H -0.66 3.12 -3.66 -0.02
H -2.58 2.92 -1.04 0.06
H -2.28 -0.41 -2.02 0.05
H -0.21 1.08 -2.19 0.06
H -1.43 0.66 1.56 0.07
H -2.88 1.47 1.21 0.09
H -1.71 4.46 -3.19 0.02
H -1.42 2.37 1.13 0.08
H -1.34 -2.97 -2.45 0.03
H -3.76 1.73 -1.04 0.09
H -3.12 -0.57 -0.47 0.07
H -1.93 -2.98 1.94 -0.01
H -1.55 -4.22 -1.20 0.06
H -2.96 -2.98 -1.58 0.04
H 1.04 1.92 1.99 0.05
H -1.76 3.84 -4.83 0.02
H -0.77 0.54 -4.19 0.01
H 2.69 -1.94 6.34 0.11
H 2.37 2.30 -1.93 0.04
H 1.14 -2.89 -0.49 -0.08
H -2.10 0.64 -5.47 0.04
H 3.62 1.10 -1.25 0.05
```

Charge: +1
Energy relative to the best compared isomer or geometry (same formula, charge and spin): 105.09 kJ/mol
Calculated total energy: -246835.9102 eV
2S+1: 1



2.
# C29H42N3ORh

A molecular structure, C29H42N3ORh (ωB97M-V with the def2-TZVPD basis set, the Open Molecules 2025 dataset).

The geometry in XYZ format:
```
76
Properties=species:S:1:pos:R:3:lowdin_spin:R:1
Rh 0.45 0.47 -0.08 2.31
O -1.43 1.74 0.12 0.07
N 0.58 1.26 -2.05 0.09
N -1.85 -1.00 -3.82 0.00
N -3.45 -2.72 -3.41 0.00
C -2.30 0.58 3.60 0.00
C -1.95 -2.91 -5.23 0.00
C -2.55 1.35 -0.71 0.01
C 1.62 -3.07 -0.38 0.00
C 2.47 1.48 2.43 0.02
C -0.28 -1.16 -5.71 0.00
C -1.38 -1.69 -4.87 0.00
C 0.00 -3.93 1.34 0.02
C -0.81 -2.51 -0.57 0.03
C -2.86 -1.56 -3.16 0.00
C 0.52 -1.52 1.24 0.22
C 1.41 0.39 2.26 0.28
C -2.98 -3.39 -4.46 0.00
C 3.87 0.92 2.13 0.00
C 0.49 -0.08 -5.54 0.00
C 0.54 2.59 -2.26 0.02
C 2.15 2.55 1.36 0.05
C 2.54 2.12 3.82 0.01
C 1.68 -0.73 1.40 0.17
C 0.51 0.87 -4.41 0.00
C 0.01 0.28 2.65 0.26
C -0.51 -0.85 1.96 0.23
C -0.85 2.57 3.41 0.01
C 0.52 3.11 -3.53 0.00
C 0.51 2.24 -4.62 0.01
C -0.30 0.71 5.05 0.02
C 0.35 -2.76 0.41 0.02
C -0.84 1.05 3.64 0.02
C 0.58 0.43 -3.10 0.02
H 2.83 1.38 4.57 0.00
H -1.76 -2.35 -0.06 0.00
H 0.71 1.06 5.21 0.00
H 0.62 -0.63 -2.89 0.00
H 3.99 0.63 1.09 0.00
H -2.41 -0.46 3.93 0.00
H 1.19 0.15 -6.34 0.00
H -3.27 -0.99 -2.33 0.00
H -0.94 1.17 5.80 0.00
H -0.94 -3.35 -1.25 0.00
H -3.19 2.22 -0.90 0.00
H 1.16 2.99 1.48 0.00
H -0.15 -4.83 0.75 0.00
H -0.32 -0.37 5.22 0.00
H -2.74 0.69 2.61 0.00
H 0.09 2.98 3.05 0.00
H -3.13 0.56 -0.23 0.00
H 4.61 1.69 2.33 0.00
H -0.61 -1.62 -1.20 0.01
H 0.50 4.18 -3.67 0.00
H 4.10 0.07 2.77 0.00
H 1.46 -3.96 -0.99 0.00
H 2.87 3.37 1.42 0.01
H 2.46 -3.28 0.28 0.00
H -1.64 2.85 2.70 0.00
H -2.15 0.99 -1.66 0.00
H -1.59 -3.45 -6.10 0.00
H 1.90 -2.25 -1.05 0.00
H -0.91 -3.73 1.91 0.00
H -1.53 -1.19 2.02 0.01
H -1.75 2.10 0.95 0.00
H -1.10 3.08 4.34 0.00
H 0.81 -4.12 2.05 0.00
H 2.26 2.14 0.35 0.01
H 3.32 2.88 3.80 0.00
H 1.62 2.60 4.14 0.00
H -0.12 -1.73 -6.61 0.00
H 2.66 -0.98 1.01 0.01
H -3.45 -4.34 -4.68 0.00
H -2.88 1.19 4.29 0.00
H 0.47 2.63 -5.63 0.00
H 0.54 3.22 -1.39 0.00
```

Charge: +2
Energy relative to the best compared isomer or geometry (same formula, charge and spin): 0.00 kJ/mol
Calculated total energy: -40263.2987 eV
2S+1: 5



3.
# C4H6N2O

C4H6N2O in the gas phase (ωB97M-V with the def2-TZVPD basis set, the Open Molecules 2025 dataset).

The geometry in XYZ format:
```
13
Properties=species:S:1:pos:R:3:lowdin_charge:R:1
O 1.34 -1.10 -2.12 0.07
N -0.19 -0.74 -0.40 0.16
N 0.32 1.27 0.37 0.08
C 1.18 0.95 -0.66 -0.11
C -1.45 0.10 1.64 -0.03
C -0.48 0.24 0.51 -0.41
C 0.86 -0.29 -1.15 -0.38
H -0.63 -1.64 -0.52 0.16
H -2.39 -0.41 1.40 0.07
H 1.99 1.61 -0.94 0.10
H -0.95 -0.46 2.45 0.08
H -1.66 1.10 2.01 0.08
H 2.04 -0.64 -2.59 0.12
```

Charge: 0
Energy relative to the best compared isomer or geometry (same formula, charge and spin): 57.32 kJ/mol
Structure (SMILES): Cc1ncc(O)[nH]1
Calculated total energy: -9272.9078 eV
2S+1: 1



4.
# C8H12F3N4O2

A gas-phase ion, C8H12F3N4O2 (charge -1) (ωB97M-V with the def2-TZVPD basis set, the Open Molecules 2025 dataset).

The geometry in XYZ format:
```
29
Properties=species:S:1:pos:R:3:lowdin_charge:R:1
F 1.26 -1.26 -2.21 0.15
F -0.55 -2.03 -1.29 0.09
F -0.72 -0.71 -2.98 0.10
O 1.56 2.94 -0.10 -0.01
O 0.57 1.75 1.57 -0.08
N 0.03 0.20 -1.02 0.02
N -1.07 -0.66 1.59 0.10
N -2.99 -0.91 0.28 0.08
N -2.59 1.09 1.48 0.07
C 1.11 1.91 0.43 -0.68
C -1.96 0.02 0.70 -0.66
C 3.35 -0.75 0.07 -0.15
C 0.01 -0.90 -1.84 -0.62
C 4.48 -0.94 -0.29 0.09
C 1.29 0.61 -0.40 -0.17
C 1.99 -0.49 0.48 -0.15
C -1.24 0.70 -0.53 -0.08
H -2.67 -1.86 0.37 0.06
H 2.00 0.84 -1.18 0.13
H -1.95 0.66 -1.36 0.11
H -1.14 1.75 -0.31 0.11
H -3.22 1.62 0.90 0.06
H 2.00 -0.14 1.51 0.11
H -0.33 -0.04 1.90 0.05
H -3.28 -0.74 -0.67 0.06
H -0.70 -1.50 1.18 0.05
H 1.47 -1.43 0.42 0.10
H -1.87 1.70 1.84 0.06
H 5.37 -1.36 -0.67 0.01
```

Charge: -1
Energy relative to the best compared isomer or geometry (same formula, charge and spin): 0.00 kJ/mol
Structure (SMILES): C#CC[C@H](C(=O)[O-])N(CC(N)(N)N)C(F)(F)F
Calculated total energy: -26699.4585 eV
2S+1: 1



5.
# C6H19N4

3 unconnected molecules or ions with the total composition C6H19N4 (ωB97M-V with the def2-TZVPD basis set, the Open Molecules 2025 dataset).

The geometry in XYZ format:
```
29
Properties=species:S:1:pos:R:3:lowdin_charge:R:1
N 1.60 0.09 -0.06 0.08
N -3.17 -0.99 -0.22 -0.11
N -0.61 -0.18 0.32 0.18
N 2.88 -0.10 -0.23 -0.23
C 3.51 -1.22 0.03 0.16
C 0.47 -0.59 -0.34 -0.33
C -0.65 3.31 0.85 -0.04
C -3.92 -1.58 0.98 -0.10
C 0.30 -1.50 -1.48 0.02
C 3.45 1.20 -0.33 0.01
H 0.82 -1.23 -2.34 0.08
H 2.67 1.70 -0.84 0.09
H -0.38 3.24 1.95 0.05
H -4.84 -2.06 0.63 0.08
H -0.36 0.40 1.05 0.07
H 0.74 -2.48 -1.25 0.11
H -1.54 -0.67 0.35 0.07
H 4.37 1.26 -0.93 0.12
H -3.12 -2.25 1.34 0.08
H -1.54 3.89 0.70 0.02
H 4.65 -1.19 0.15 0.14
H -3.24 -1.82 -0.86 0.09
H -3.57 -0.27 -0.81 0.08
H -0.69 -1.61 -1.77 0.05
H 3.78 1.60 0.61 0.11
H 0.20 3.75 0.31 0.02
H -0.73 2.29 0.53 -0.04
H -4.11 -0.80 1.68 0.06
H 3.03 -2.17 -0.01 0.09
```

Charge: +1
Energy relative to the best compared isomer or geometry (same formula, charge and spin): 294.41 kJ/mol
Calculated total energy: -12481.4116 eV
2S+1: 1



6.
# H26O13

13 unconnected molecules or ions with the total composition H26O13 (ωB97M-V with the def2-TZVPD basis set, the Open Molecules 2025 dataset).

The geometry in XYZ format:
```
39
Properties=species:S:1:pos:R:3:lowdin_spin:R:1
O 2.82 0.05 -2.11 0.52
O 2.71 1.45 1.17 0.00
O 4.37 -0.49 0.48 0.14
O -2.41 0.76 1.29 0.00
O 1.36 -2.35 -1.64 0.01
O -2.38 -2.26 0.97 0.00
O 0.14 -1.49 3.08 0.00
O -2.58 3.11 -0.12 0.00
O -0.61 1.55 -3.45 0.28
O -3.32 -0.16 -1.48 0.00
O 0.54 0.29 -0.06 0.01
O -0.84 -1.46 -2.69 0.03
O 0.47 1.08 3.23 0.00
H 0.17 -0.55 3.21 0.00
H -3.30 3.63 0.24 0.00
H 2.89 1.96 0.38 0.00
H 0.49 -1.85 3.90 0.00
H 1.69 -3.23 -1.81 0.00
H -1.68 -2.65 0.44 0.00
H -3.91 -0.31 -2.21 0.00
H 3.69 0.10 0.79 0.00
H 4.57 -1.05 1.24 0.00
H -2.75 0.43 2.12 0.00
H -0.74 0.89 -2.77 0.00
H 0.39 1.86 2.68 0.00
H 1.43 -2.25 -0.69 0.00
H -0.37 0.54 0.07 0.00
H -1.44 1.56 -3.93 0.00
H -2.48 -0.53 -1.76 0.00
H -0.75 -1.76 -3.60 0.00
H 0.04 -1.53 -2.33 0.00
H 1.00 0.64 0.70 0.00
H 2.99 2.00 1.89 0.00
H -3.01 0.41 0.63 0.00
H -2.50 2.36 0.47 0.00
H 2.88 -0.90 -2.23 0.00
H 0.18 1.36 4.09 0.00
H 2.35 0.15 -1.29 0.00
H -2.10 -1.36 1.11 0.00
```

Charge: +1
Energy relative to the best compared isomer or geometry (same formula, charge and spin): 124.32 kJ/mol
Calculated total energy: -27029.5046 eV
2S+1: 2



7.
# C37H33N6O12Tl

A molecular structure, C37H33N6O12Tl (ωB97M-V with the def2-TZVPD basis set, the Open Molecules 2025 dataset).

The geometry in XYZ format:
```
89
Properties=species:S:1:pos:R:3:lowdin_charge:R:1
Tl 1.08 -0.69 -1.52 0.95
O -1.34 -0.66 -3.64 0.04
O 5.57 -2.00 -0.10 0.09
O 2.62 3.87 -2.12 -0.05
O 3.57 -1.08 -0.25 -0.03
O -3.58 -1.04 2.54 -0.12
O -1.70 -0.19 -5.84 0.12
O 6.72 -4.16 -0.73 -0.02
O -1.01 0.78 3.60 -0.09
O 2.05 2.31 2.03 -0.05
O -2.32 -2.50 -4.54 0.12
O 6.07 -6.12 -1.61 -0.02
O 1.92 1.90 -1.05 -0.10
N -1.87 0.37 1.13 0.14
N 2.51 -3.35 -1.53 0.11
N 0.39 1.43 -3.46 0.14
N 3.51 -5.27 -1.90 0.16
N -1.34 2.58 1.50 0.17
N -0.01 1.26 0.08 0.14
C 3.81 -3.25 -1.12 -0.13
C -1.78 1.88 3.82 -0.20
C -1.90 2.79 2.74 -0.16
C 1.33 4.36 1.24 -0.04
C 0.68 5.24 0.31 -0.11
C 4.31 -2.02 -0.47 -0.50
C 0.19 1.83 -5.83 -0.01
C -0.54 -3.02 0.52 -0.18
C -2.06 -1.81 -3.60 -0.49
C -2.56 -1.76 1.90 -0.22
C -1.10 0.04 -4.81 -0.36
C 2.35 -4.57 -1.99 -0.38
C -0.62 -1.63 0.40 -0.18
C 1.55 3.24 -4.50 0.02
C -0.13 1.12 -4.66 -0.19
C 5.88 -4.96 -1.22 -0.63
C -1.43 -3.77 1.28 -0.13
C -0.98 1.37 0.89 -0.36
C 0.14 4.76 -0.82 -0.09
C -2.47 -2.09 -2.19 0.03
C 1.04 2.91 -5.74 -0.06
C -2.45 -3.14 1.97 -0.07
C 0.88 2.36 -0.20 -0.43
C -2.59 3.98 2.96 -0.02
C -1.64 -1.02 1.13 -0.23
C 1.45 3.03 1.05 -0.18
C 1.72 3.00 -2.06 -0.55
C 4.46 -4.45 -1.36 -0.08
C -3.20 4.26 4.17 -0.12
C 0.31 3.37 -1.20 -0.11
C 1.21 2.47 -3.39 -0.16
C 2.24 0.91 1.87 -0.05
C -3.12 3.34 5.20 -0.12
C -4.63 -1.77 3.10 -0.12
C 1.08 -5.13 -2.51 -0.01
C -2.41 2.16 5.02 -0.03
C -0.78 -0.11 4.65 -0.08
H 2.63 0.65 0.89 0.06
H -0.55 2.95 -1.74 0.13
H 1.74 4.78 2.15 0.10
H -1.80 -1.59 -1.49 0.03
H -2.33 1.47 5.85 0.10
H -0.26 0.37 5.49 0.10
H -0.14 -0.89 4.23 0.10
H 1.26 -5.72 -3.41 0.07
H 3.72 -6.22 -2.16 0.16
H -0.33 5.41 -1.55 0.10
H 0.61 -5.77 -1.77 0.08
H -2.65 4.69 2.15 0.11
H -2.65 0.62 1.72 0.12
H -2.46 -3.16 -2.01 0.09
H 0.23 -3.55 -0.03 0.06
H -1.35 -4.85 1.33 0.08
H 6.09 -2.89 -0.36 0.06
H -0.26 1.52 -6.76 0.11
H -3.14 -3.73 2.57 0.09
H -3.48 -1.71 -2.02 0.10
H 1.30 3.48 -6.63 0.10
H -1.70 -0.57 5.01 0.09
H -4.31 -2.35 3.98 0.09
H 2.21 4.08 -4.34 0.11
H -3.72 5.20 4.31 0.09
H -5.39 -1.05 3.40 0.09
H 0.41 -4.30 -2.74 0.07
H 1.31 0.37 2.05 0.08
H -3.60 3.54 6.15 0.09
H -5.07 -2.46 2.37 0.09
H -1.02 3.40 1.01 0.12
H 2.97 0.64 2.64 0.10
H 0.63 6.29 0.56 0.09
```

Charge: -2
Calculated total energy: -77109.7977 eV
2S+1: 1



8.
# C22H26N2O4

C22H26N2O4 in the gas phase (ωB97M-V with the def2-TZVPD basis set, the Open Molecules 2025 dataset).

The geometry in XYZ format:
```
54
Properties=species:S:1:pos:R:3:lowdin_charge:R:1
O 2.18 1.54 1.34 0.06
O -2.36 -0.76 1.37 0.07
O -1.42 -5.32 -0.44 -0.11
O 1.39 -5.20 -1.17 -0.06
N -0.36 0.31 1.53 0.15
N 1.51 3.19 -0.05 -0.04
C 2.43 1.85 -1.93 -0.17
C -1.91 1.73 2.79 0.00
C 1.37 2.41 1.05 -0.41
C 0.80 -6.46 -1.42 -0.07
C -0.67 -4.19 -0.22 -0.18
C 1.44 -3.04 -0.37 0.01
C 0.69 -4.19 -0.59 -0.19
C 1.16 2.03 -2.76 -0.19
C 2.66 2.96 -0.90 -0.14
C -0.12 1.83 -1.94 -0.19
C -0.66 3.11 -1.28 -0.15
C 0.43 3.97 -0.62 -0.14
C -1.29 4.01 3.23 -0.08
C -2.77 -5.32 -0.05 -0.07
C -0.73 1.54 2.07 -0.16
C -0.13 3.84 2.49 -0.04
C -2.18 2.96 3.36 -0.07
C -1.20 -3.04 0.36 0.05
C -1.16 -0.75 1.20 -0.41
C 0.14 2.62 1.87 -0.09
C -0.43 -1.90 0.59 -0.13
C 0.90 -1.91 0.21 -0.02
H 1.56 -1.06 0.35 0.10
H -0.02 -6.38 -2.13 0.09
H -0.02 4.60 0.15 0.11
H 0.63 0.23 1.36 0.10
H 1.15 3.01 -3.24 0.11
H 2.37 0.89 -1.41 0.10
H -2.88 -5.16 1.03 0.10
H 3.29 1.82 -2.59 0.11
H 3.49 2.67 -0.25 0.12
H -3.09 3.09 3.92 0.11
H 2.90 3.90 -1.40 0.12
H 0.58 4.65 2.39 0.12
H 1.60 -7.06 -1.86 0.09
H 2.47 -3.07 -0.67 0.12
H -0.91 1.44 -2.58 0.11
H -2.23 -3.00 0.66 0.11
H 0.06 1.07 -1.18 0.10
H -1.49 4.96 3.71 0.10
H 0.88 4.63 -1.37 0.12
H -3.15 -6.30 -0.32 0.10
H -2.60 0.90 2.90 0.11
H -1.17 3.72 -2.02 0.11
H 1.17 1.28 -3.56 0.11
H 0.45 -6.93 -0.51 0.10
H -1.39 2.82 -0.52 0.11
H -3.34 -4.55 -0.59 0.10
```

Charge: 0
Energy relative to the best compared isomer or geometry (same formula, charge and spin): 190.69 kJ/mol
Structure (SMILES): COc1ccc(C(=O)Nc2ccccc2C(=O)N2CCCCCC2)cc1OC
Calculated total energy: -34406.7933 eV
2S+1: 1



no.,largest force on an atom (eV/Å)
1,4.4
2,0.2
3,0.5
4,0.7
5,4.0
6,1.4
7,2.0
8,0.7